C26H30BrN2O2OsP | ωB97M-V with the def2-TZVPD basis set

The calculation puts the calculated total energy at -116311.1626 eV. The value obtained for the LUMO energy is -6.98 eV. As for the charge: +2. The relative energy (zero: lowest compared OMol25 entry of this formula, charge and spin) is 0.0 kcal/mol. The value obtained for the largest force on an atom is 0.01409 Eh/bohr.

Each line ends with the Löwdin charge.
Element x y z (Å)
Os1 0.01 -0.10 -0.47  1.357
C1 1.30 0.79 3.55  0.013
C2 0.83 0.17 2.39  -0.078
N1 0.74 0.82 1.24  -0.045
C3 1.11 2.12 1.20  -0.131
C4 1.57 2.82 2.31  -0.111
C5 1.66 2.11 3.53  0.053
C6 1.93 4.20 2.16  0.019
C7 1.83 4.81 0.97  0.020
C8 1.36 4.11 -0.20  -0.115
C9 1.24 4.71 -1.46  0.050
C10 0.78 3.94 -2.50  0.007
C11 0.44 2.60 -2.29  -0.095
N2 0.54 1.99 -1.11  -0.003
C12 1.00 2.76 -0.08  -0.130
H1 1.35 0.21 4.47  0.132
H2 0.55 -0.87 2.39  0.121
H3 2.02 2.60 4.42  0.142
H4 2.29 4.74 3.03  0.136
H5 2.10 5.85 0.86  0.136
H6 1.50 5.75 -1.61  0.141
H7 0.66 4.35 -3.49  0.131
H8 0.09 2.03 -3.13  0.103
C13 3.05 0.33 -2.20  -0.217
P1 2.13 -0.77 -1.10  0.714
C14 2.21 -2.41 -1.88  -0.208
C15 3.20 -0.94 0.36  -0.220
H9 4.04 -0.09 -2.39  0.068
H10 3.17 1.31 -1.76  0.049
H11 2.54 0.43 -3.16  0.055
H12 3.26 -2.69 -2.01  0.070
H13 1.73 -2.41 -2.85  0.033
H14 1.74 -3.15 -1.24  0.067
H15 4.17 -1.33 0.06  0.069
H16 2.75 -1.64 1.07  0.057
H17 3.35 0.02 0.85  0.050
Br1 -5.53 -4.01 4.76  0.842
C16 -4.35 -3.11 3.62  -0.669
C17 -4.65 -1.82 3.21  -0.089
C18 -3.77 -1.16 2.37  0.013
C19 -2.60 -1.79 1.95  -0.154
C20 -2.30 -3.09 2.37  0.005
C21 -3.18 -3.75 3.21  -0.093
C22 -1.70 -1.09 1.06  -0.562
O1 -1.89 0.08 0.61  -0.053
O2 -0.59 -1.63 0.64  -0.195
H18 -5.56 -1.34 3.54  0.114
H19 -3.99 -0.15 2.03  0.131
H20 -1.40 -3.58 2.04  0.125
H21 -2.97 -4.76 3.55  0.113
C23 -0.90 -2.00 -3.68  -0.038
C24 -1.21 -1.42 -2.27  -0.479
C25 -2.67 -1.73 -1.93  -0.035
C26 -0.87 0.06 -2.30  -0.229
H22 -1.11 -3.07 -3.68  0.103
H23 0.13 -1.85 -4.00  0.068
H24 -1.55 -1.53 -4.41  0.103
H25 -0.53 -1.96 -1.57  0.097
H26 -3.30 -1.33 -2.72  0.105
H27 -3.01 -1.30 -1.00  0.069
H28 -2.82 -2.81 -1.90  0.104
H29 -1.75 0.71 -2.35  0.111
H30 -0.17 0.26 -3.10  0.054

=====

C6H11N | ωB97M-V with the def2-TZVPD basis set

The calculation puts the calculated total energy at -7886.7468 eV. The value obtained for the LUMO energy is 1.12 eV. Its SMILES is C=CNC/C=C/C. As for the charge: 0. The relative energy (zero: lowest compared OMol25 entry of this formula, charge and spin) is 87.3 kcal/mol. The value obtained for the largest force on an atom is 0.06994 Eh/bohr.

Each line ends with the Löwdin charge.
Element x y z (Å)
C1 -1.82 -1.47 -2.04  -0.034
C2 -0.92 -0.74 -1.32  -0.212
N1 -0.20 -1.32 -0.16  -0.081
C3 1.27 -0.83 0.01  -0.182
C4 -0.09 2.40 1.53  -0.106
C5 0.66 1.06 1.52  -0.164
C6 1.24 0.67 0.38  -0.164
H1 -2.29 -2.39 -1.55  0.063
H2 -2.14 -1.43 -3.15  0.063
H3 -0.33 0.07 -1.65  0.065
H4 -0.80 -1.57 0.63  0.104
H5 1.70 -0.83 -1.03  0.110
H6 1.77 -1.37 0.86  0.118
H7 -1.16 2.42 1.79  0.083
H8 -0.03 2.83 0.57  0.050
H9 0.32 3.10 2.21  0.043
H10 0.48 0.44 2.37  0.094
H11 1.82 1.41 -0.37  0.152

=====

C5H10O2 | ωB97M-V with the def2-TZVPD basis set

The calculation puts the calculated total energy at -9441.5339 eV. The value obtained for the LUMO energy is 0.92 eV. Its SMILES is OC[C@H]1CCOC1. As for the charge: 0. The relative energy (zero: lowest compared OMol25 entry of this formula, charge and spin) is 34.8 kcal/mol. The value obtained for the largest force on an atom is 0.00857 Eh/bohr.

Each line ends with the Löwdin charge.
Element x y z (Å)
O1 -0.26 2.33 0.92  -0.059
C1 0.50 1.54 0.02  -0.251
C2 0.52 0.10 0.50  -0.272
C3 -0.91 -0.47 0.61  -0.112
C4 -0.97 -1.55 -0.49  -0.197
O2 0.09 -1.23 -1.38  -0.135
C5 1.16 -0.81 -0.57  -0.180
H1 -0.63 3.07 0.42  0.090
H2 0.06 1.56 -0.99  0.134
H3 1.53 1.92 -0.05  0.122
H4 1.06 0.04 1.45  0.144
H5 -1.11 -0.89 1.60  0.114
H6 -1.64 0.32 0.44  0.110
H7 -1.90 -1.54 -1.06  0.121
H8 -0.82 -2.55 -0.06  0.119
H9 1.88 -0.29 -1.21  0.128
H10 1.66 -1.67 -0.11  0.126

=====

C18H48FO23P5 | ωB97M-V with the def2-TZVPD basis set

The calculation puts the calculated total energy at -115710.3755 eV. The value obtained for the LUMO energy is 0.24 eV. Its SMILES is O=C1OC[C@@H](F)O1.COP(=O)(OC)OC.COP(=O)(OC)OC.COP(=O)(OC)OC.COP(=O)(OC)OC.COP(=O)(OC)OC. As for the charge: 0. The relative energy (zero: lowest compared OMol25 entry of this formula, charge and spin) is 0.0 kcal/mol. The value obtained for the largest force on an atom is 0.02665 Eh/bohr.

Each line ends with the Löwdin charge.
Element x y z (Å)
C1 -0.20 20.03 -8.08  -0.066
C2 -0.23 18.93 -7.02  -0.311
O1 1.13 18.80 -6.66  0.126
C3 1.90 19.67 -7.37  -0.546
O2 3.03 19.93 -7.13  0.184
O3 1.18 20.19 -8.40  0.081
F1 -0.70 17.75 -7.49  0.076
H1 -0.65 20.90 -7.60  0.115
H2 -0.77 19.78 -8.97  0.139
H3 -0.76 19.29 -6.15  0.138
C4 -6.85 18.26 -1.98  -0.071
O4 -6.75 16.93 -1.46  -0.202
P1 -5.32 16.26 -1.34  0.297
O5 -4.49 16.30 -2.54  -0.212
O6 -5.67 14.83 -0.79  -0.201
C5 -5.91 13.73 -1.66  -0.080
O7 -4.64 16.96 -0.14  -0.193
C6 -5.21 17.00 1.16  -0.076
H4 -7.63 18.32 -2.74  0.093
H5 -5.92 18.54 -2.48  0.052
H6 -7.11 18.93 -1.17  0.094
H7 -6.96 13.46 -1.66  0.090
H8 -5.35 12.87 -1.31  0.090
H9 -5.57 13.97 -2.67  0.083
H10 -4.45 17.30 1.87  0.091
H11 -5.66 16.04 1.42  0.088
H12 -5.96 17.80 1.20  0.090
C7 -4.52 19.81 -8.78  -0.080
O8 -3.41 20.10 -7.94  -0.198
P2 -3.60 20.90 -6.61  0.366
O9 -2.35 21.18 -5.90  -0.208
O10 -4.49 22.14 -7.02  -0.179
C8 -5.90 22.18 -6.79  -0.107
O11 -4.56 19.99 -5.73  -0.218
C9 -4.45 19.85 -4.34  -0.101
H13 -5.43 19.71 -8.20  0.086
H14 -4.38 18.84 -9.27  0.077
H15 -4.59 20.50 -9.62  0.098
H16 -6.44 22.04 -7.73  0.089
H17 -6.15 23.16 -6.38  0.086
H18 -6.30 21.43 -6.12  0.075
H19 -4.41 18.81 -4.02  0.062
H20 -5.33 20.26 -3.83  0.089
H21 -3.54 20.32 -3.96  0.085
C10 -9.24 24.59 -3.68  -0.065
O12 -10.07 23.48 -4.05  -0.206
P3 -9.49 22.31 -4.93  0.311
O13 -8.56 21.40 -4.30  -0.220
O14 -10.83 21.68 -5.48  -0.200
C11 -11.00 20.27 -5.41  -0.088
O15 -8.83 23.02 -6.18  -0.241
C12 -9.57 23.88 -7.06  -0.066
H22 -8.22 24.46 -4.03  0.088
H23 -9.26 24.65 -2.59  0.092
H24 -9.68 25.50 -4.09  0.091
H25 -10.66 19.79 -6.34  0.090
H26 -12.06 20.04 -5.33  0.089
H27 -10.44 19.83 -4.59  0.077
H28 -10.62 23.92 -6.78  0.088
H29 -9.37 23.56 -8.08  0.091
H30 -9.10 24.87 -7.01  0.091
C13 1.10 18.76 0.98  -0.090
O16 0.41 18.77 -0.26  -0.237
P4 0.80 19.83 -1.38  0.326
O17 0.76 21.21 -0.91  -0.211
O18 2.21 19.38 -1.92  -0.204
C14 2.39 18.09 -2.54  -0.073
O19 -0.18 19.44 -2.56  -0.198
C15 -1.34 18.64 -2.34  -0.083
H31 1.99 19.39 1.00  0.091
H32 1.32 17.72 1.25  0.088
H33 0.41 19.08 1.77  0.090
H34 2.53 18.21 -3.61  0.091
H35 1.54 17.44 -2.33  0.081
H36 3.28 17.67 -2.08  0.091
H37 -1.13 17.58 -2.19  0.093
H38 -2.04 18.76 -3.17  0.059
H39 -1.86 18.98 -1.44  0.093
C16 -2.93 16.96 -5.63  -0.046
O20 -3.66 17.22 -6.86  -0.213
P5 -4.61 16.25 -7.61  0.336
O21 -4.60 16.33 -9.07  -0.227
O22 -4.21 14.81 -7.09  -0.215
C17 -4.66 13.63 -7.78  -0.080
O23 -5.98 16.61 -6.87  -0.201
C18 -7.21 16.67 -7.56  -0.113
H40 -3.68 16.80 -4.87  0.068
H41 -2.41 17.88 -5.40  0.066
H42 -2.26 16.12 -5.76  0.096
H43 -5.09 12.95 -7.06  0.087
H44 -3.80 13.22 -8.29  0.093
H45 -5.43 13.86 -8.52  0.083
H46 -7.89 15.86 -7.26  0.085
H47 -7.11 16.60 -8.64  0.083
H48 -7.70 17.61 -7.32  0.082

=====

C4H10S3 | ωB97M-V with the def2-TZVPD basis set

The calculation puts the calculated total energy at -36814.5274 eV. The value obtained for the LUMO energy is -0.08 eV. Its SMILES is CC(C)C(=S)S.S. As for the charge: 0. The relative energy (zero: lowest compared OMol25 entry of this formula, charge and spin) is 34.7 kcal/mol. The value obtained for the largest force on an atom is 0.06624 Eh/bohr.

Each line ends with the Löwdin charge.
Element x y z (Å)
C1 -1.12 -1.38 0.17  -0.113
C2 -0.16 0.50 -0.99  -0.159
C3 0.18 -0.57 -0.01  -0.550
C4 0.73 -0.17 1.33  -1.219
S1 1.26 3.12 0.17  0.567
S2 2.21 -0.57 1.83  0.665
S3 -0.30 0.59 2.51  0.768
H1 -0.83 -2.19 0.92  0.097
H2 -1.25 -1.99 -0.73  0.077
H3 -2.08 -0.94 0.64  0.103
H4 -0.72 0.02 -1.84  0.098
H5 0.74 0.99 -1.47  0.073
H6 -0.78 1.38 -0.60  0.063
H7 0.95 -1.22 -0.42  0.115
H8 1.38 3.57 -1.07  -0.200
H9 0.06 2.86 -0.21  -0.261
H10 -1.33 0.82 1.69  -0.123

=====

Copy entry 3 word for word.
C5H10O2 | ωB97M-V with the def2-TZVPD basis set

The calculation puts the calculated total energy at -9441.5339 eV. The value obtained for the LUMO energy is 0.92 eV. Its SMILES is OC[C@H]1CCOC1. As for the charge: 0. The relative energy (zero: lowest compared OMol25 entry of this formula, charge and spin) is 34.8 kcal/mol. The value obtained for the largest force on an atom is 0.00857 Eh/bohr.

Each line ends with the Löwdin charge.
Element x y z (Å)
O1 -0.26 2.33 0.92  -0.059
C1 0.50 1.54 0.02  -0.251
C2 0.52 0.10 0.50  -0.272
C3 -0.91 -0.47 0.61  -0.112
C4 -0.97 -1.55 -0.49  -0.197
O2 0.09 -1.23 -1.38  -0.135
C5 1.16 -0.81 -0.57  -0.180
H1 -0.63 3.07 0.42  0.090
H2 0.06 1.56 -0.99  0.134
H3 1.53 1.92 -0.05  0.122
H4 1.06 0.04 1.45  0.144
H5 -1.11 -0.89 1.60  0.114
H6 -1.64 0.32 0.44  0.110
H7 -1.90 -1.54 -1.06  0.121
H8 -0.82 -2.55 -0.06  0.119
H9 1.88 -0.29 -1.21  0.128
H10 1.66 -1.67 -0.11  0.126